22
Properties=species:S:1:pos:R:3:forces:R:3:nbo_charge:R:1 method="wB97M-V/def2-TZVPD" homo_lumo_gap_ev=9.967 total_charge=0 lumo_energy_ev=0.21 fmax_ev_per_a=1.9 homo_energy_ev=-9.761 de_lowest_kj_mol=89.1
C -0.238617 -0.973439 3.657341 0.1431 -1.6120 -0.7586 -0.6052
C 0.345802 -0.141321 2.515460 0.2423 1.2552 0.3450 -0.3363
C 1.340628 0.882208 3.052875 1.3574 -0.0974 -0.0010 -0.6268
C -0.864420 0.622330 1.909335 -0.1486 -1.3768 1.2488 0.4562
O -1.203682 1.714527 2.269189 0.1987 0.2709 -0.5037 -0.5180
H 0.309939 -1.924369 3.719265 0.4229 0.4407 0.3583 0.2180
H -1.218640 -1.403371 3.413056 -0.3143 0.7330 0.3301 0.2104
H -0.165775 -0.438433 4.596504 -0.4753 -0.0430 0.1025 0.2234
H 0.897571 -0.769496 1.819250 -0.5793 -0.1511 -0.3684 0.2188
H 1.925272 0.612508 3.938823 -0.6815 -0.5240 0.3042 0.2093
H 0.844370 1.819837 3.281024 0.1584 0.2018 -0.2366 0.2365
H 2.189682 0.973006 2.362389 -0.5393 0.6666 -0.3490 0.2132
H -1.595147 -0.048308 1.403076 0.2172 0.2350 -0.4772 0.1003
O 2.443156 -1.927537 -3.463318 0.6846 0.0155 0.0621 -0.9597
H 1.590012 -1.518720 -3.625328 -0.3628 -0.4316 0.0489 0.4860
H 2.308809 -2.790243 -3.054541 -0.3311 0.3077 -0.1436 0.4691
O -0.532376 -1.589149 -4.181047 0.3821 -0.2039 1.1502 -0.9520
H -0.758095 -1.830280 -5.064737 -0.2087 -0.0924 -0.9504 0.4774
H -0.624732 -0.642916 -4.099804 -0.1384 0.4833 -0.1345 0.4785
O -1.425016 2.086352 -3.168999 -0.5827 -0.4249 -0.7430 -0.9274
H -2.049789 1.441486 -2.816960 0.1270 0.0254 0.4732 0.4642
H -1.811483 2.208555 -4.053061 0.4282 0.3221 0.2429 0.4642